# 1
# C32H36Br33N3O3S

A structure of composition C32H36Br33N3O3S (ωB97M-V/def2-TZVPD, OMol25).

Output
* molecular weight: 3179.6 g mol⁻¹
* Kohn-Sham gap: 7.8 eV
* maximum force: 0.0265 Eh/bohr
* E: -2366613.3717 eV

Geometry (Å):
C  4.1184  -2.1736  -6.5871
C  -7.3180  -3.2483  -0.5906
C  -0.0166  5.3776  -0.1416
Br  -9.8369  -5.5832  1.7304
Br  -2.5518  4.2116  7.4314
H  2.3110  -0.4027  -3.8389
Br  -1.5870  -6.7049  -1.1425
H  -11.4489  -4.3442  3.1317
H  -7.7904  -3.4822  0.3539
Br  5.2030  -2.8741  -5.1580
O  -0.7158  0.9223  -4.1663
Br  4.4618  -3.0807  -8.2516
C  -2.2627  1.1765  -2.3348
H  -1.1007  5.3909  -0.1631
H  -2.9817  1.5423  3.5443
C  0.4852  5.8613  1.2403
C  -10.9942  -4.1105  2.1802
C  0.5001  3.9449  -0.4457
H  0.1758  -5.6426  0.2266
C  -1.6752  2.6696  -0.4376
Br  1.5833  -6.7019  -1.5057
C  5.4927  -6.9329  -8.6897
N  -3.7318  1.3002  -0.5996
H  -2.9098  -0.8975  1.8329
H  5.1111  7.4317  -2.4292
H  2.0710  7.1815  0.6093
N  -3.1523  0.3286  -2.8294
H  -3.7345  1.3160  1.9672
C  2.1353  -1.2363  -0.5243
Br  -2.3538  0.6435  10.2978
H  -3.1689  3.2479  0.9190
Br  2.2508  -2.1929  -6.1368
H  10.6186  -5.4316  -7.6958
Br  5.7594  7.8832  -0.0889
C  -2.8104  1.1877  2.5233
Br  2.1468  -2.8173  2.0286
H  -0.4327  3.9412  8.6722
C  -1.6505  2.0249  1.9488
H  -2.3821  -0.6970  12.3713
Br  -0.0216  -3.9421  -1.5566
H  -2.7230  -0.7189  3.5939
Br  -3.1964  -2.1159  6.9450
H  1.0665  2.2638  -3.8966
C  -0.5168  3.0026  -1.0658
H  5.3155  -5.8947  -8.4452
Br  -8.7245  -3.0395  -1.8856
H  -1.5755  4.0522  1.2335
H  1.2474  5.1886  1.6468
C  -2.0861  3.1451  0.9390
N  1.0125  2.7165  -2.9951
S  -4.3115  0.2655  -1.6802
Br  2.8407  -3.8440  4.9928
C  1.8981  -0.6581  -2.8718
Br  3.2337  8.8908  -1.7517
H  3.7503  -0.8582  -1.8252
H  -1.0990  -1.1511  -1.4237
C  -0.0210  -1.0931  -1.5310
Br  -6.1567  -4.7193  -1.0230
Br  5.7085  -7.0369  -10.6000
Br  10.6040  -6.7447  -9.7876
C  1.1439  7.2321  1.1823
H  -0.3202  5.8640  1.9747
H  1.3257  4.0523  -1.1461
Br  -0.7304  -0.0942  7.0951
O  -0.8249  -1.2548  -4.6578
C  -1.0372  1.5401  -2.9448
C  10.4145  -5.1544  -8.7198
C  -2.4431  -0.3082  2.6242
Br  -6.3277  -1.6108  -0.3478
H  1.1854  3.7083  -3.0760
Br  -4.5815  -1.3219  11.4403
Br  -0.3370  -2.9890  5.8145
H  0.3721  6.0834  -0.8763
C  -1.2873  -1.9362  7.1190
H  0.6176  8.5497  -0.1267
H  -1.3624  -0.4484  2.5387
C  0.0529  -5.7341  -0.8438
Br  3.6892  5.7757  -1.2703
C  -0.1933  2.4181  -2.3535
Br  3.9588  -7.9243  -8.0866
O  0.2473  8.2282  0.7006
H  -1.0177  2.4389  2.7294
Br  2.6482  -5.8966  2.5645
C  0.5053  -0.7291  -2.7520
C  4.5351  7.4874  -1.5171
C  -2.7023  -0.9209  11.3644
Br  -10.0053  -2.4736  2.4140
H  0.2773  -1.5896  0.5178
H  1.4315  7.4887  2.2086
Br  0.3349  3.3884  6.3896
C  -0.6550  4.3794  7.7101
Br  7.0943  -7.4631  -7.7672
H  -1.0237  -2.3211  8.0924
Br  -1.6752  -2.4449  10.7832
Br  11.7007  -3.8084  -9.2103
Br  8.6165  -4.4744  -8.7764
H  0.9144  3.4382  0.4283
C  -2.5712  1.7554  -1.0685
C  2.6697  -0.9117  -1.7637
C  -0.3828  -0.4171  -3.9367
H  4.4050  -1.1414  -6.7261
H  4.1574  -3.9729  2.9038
Br  -12.4179  -3.9067  0.9034
C  0.7595  -1.3395  -0.4162
H  2.7746  -1.4233  0.3483
Br  -0.0963  6.2195  7.7716
H  -1.0058  1.3305  1.4009
C  3.1035  -4.1054  3.1001

# 2
# C22H20F2IrN2S

A structure of composition C22H20F2IrN2S (ωB97M-V/def2-TZVPD, OMol25).

Output
* molecular weight: 574.7 g mol⁻¹
* Kohn-Sham gap: 7.1 eV
* maximum force: 0.0105 Eh/bohr
* net charge: +1
* E: -45220.9535 eV
* energy above the lowest of the compared OMol25 structures with the same formula, charge and spin: 0.9 kcal per mole

Geometry (Å):
H  1.9124  5.4305  0.1956
C  1.1283  3.8443  -0.9931
C  3.2498  -1.2707  1.9919
S  -0.0509  1.8064  -2.5020
C  2.3936  -2.1449  -0.4461
C  1.4659  0.5572  1.7582
H  -3.9091  -1.6203  1.2864
H  -2.5957  -4.0379  -1.2838
N  -1.1925  3.8663  -1.2803
H  -4.5345  -3.2509  1.0037
C  0.6583  2.1502  3.4106
F  2.5200  0.8291  3.8556
H  -2.0573  -2.5862  2.7467
C  -3.8344  -2.4963  0.6411
C  2.2470  -0.5992  1.3015
C  3.3819  -2.8555  0.1989
H  -2.0171  3.4405  -1.6902
F  -1.2742  3.3783  2.9248
H  -2.7051  -4.2087  2.4633
H  2.0858  3.3883  -1.1955
N  1.8571  -1.0448  0.0862
C  -0.2285  5.5575  0.0295
H  -1.3609  2.1299  0.6818
H  -1.0056  -3.8599  2.1117
C  -1.4752  -2.0363  0.1592
H  -1.3244  -4.7155  -0.2564
C  0.4486  0.9768  0.8815
C  -2.0167  -3.4517  2.0843
Ir  0.5327  0.1309  -0.9084
C  1.0208  4.9808  -0.2207
H  2.0032  -2.4472  -1.4087
C  -2.4078  -3.0616  0.6527
H  3.7913  -3.7430  -0.2600
H  0.7387  2.6134  4.3829
C  -0.0161  3.2474  -1.5180
C  -1.3315  4.9774  -0.5265
H  -4.1297  -2.2088  -0.3682
H  -3.0241  -5.0585  0.0970
H  3.5659  -0.9087  2.9561
C  -2.3304  -4.2945  -0.2580
H  -0.3321  6.4439  0.6361
C  3.8199  -2.4017  1.4357
C  -0.7168  -1.1905  -0.2542
C  -0.3690  2.4647  2.5416
H  4.5970  -2.9324  1.9686
H  -2.3377  5.3498  -0.4042
C  -0.5064  1.8878  1.2935
C  1.5494  1.1796  3.0004

# 3
# CH5NO2P

A cluster of 2 separate species, CH5NO2P in total (ωB97M-V/def2-TZVPD, OMol25).

Output
* molecular weight: 94.0 g mol⁻¹
* Kohn-Sham gap (spin up / spin down): 6.1 / 6.1 eV
* maximum force: 0.0490 Eh/bohr
* net charge: -1
* E: -15989.9763 eV
* energy above the lowest of the compared OMol25 structures with the same formula, charge and spin: 126.4 kcal per mole

Geometry (Å):
H  -0.0705  -0.1621  -2.5051
O  1.4810  0.9253  -0.2790
O  -0.7679  -0.4201  1.3844
H  -0.4447  -0.5115  -0.8275
H  0.6284  -0.1005  2.7334
N  0.3159  -0.8253  2.0694
H  1.0811  -0.8630  1.4528
C  -0.6713  0.1415  -1.6460
H  -1.7092  0.3499  -1.7621
P  0.1572  1.4658  -0.6203

# 4
# CHN3O4

A structure of composition CHN3O4 (ωB97M-V/def2-TZVPD, OMol25).

Output
* molecular weight: 119.0 g mol⁻¹
* Kohn-Sham gap (spin up / spin down): 8.4 / 8.2 eV
* maximum force: 0.1862 Eh/bohr
* E: -13705.3249 eV
* energy above the lowest of the compared OMol25 structures with the same formula, charge and spin: 34.5 kcal per mole

Geometry (Å):
N  -0.3684  -0.1511  0.2780
H  1.9100  1.0484  -1.6228
O  -2.0899  1.4933  0.6785
N  -2.6668  0.7635  -0.0129
O  -3.8025  0.7370  -0.4132
N  1.0311  1.6045  -0.8596
O  1.0991  3.6297  0.3096
C  1.1560  2.6034  -0.2723
O  -1.2959  -0.4849  -0.4138